Density functional theory data (ωB97M-V with the def2-TZVPD basis set) for a single C2H3NO4 molecule.

XYZ file:
```
10
Properties=species:S:1:pos:R:3:forces:R:3:mulliken_charge:R:1
C 0.16754 -1.31570 -0.01071 -0.25 1.50 -0.12 0.350
C -1.12584 -0.28261 -0.07820 1.40 -0.20 0.25 0.696
N 1.19635 -0.49556 0.22022 2.80 1.13 0.90 -0.324
O 0.20256 -2.49450 -0.16924 -0.82 -0.58 -0.19 -0.529
O -0.99147 0.94778 -0.12731 -0.45 -2.28 0.00 -0.670
O -3.30053 0.11749 0.07156 0.40 -0.20 -0.29 -0.331
O -2.28951 -0.90695 0.01331 0.21 0.86 -0.05 -0.080
H 0.91949 0.46166 0.47750 0.63 -0.68 -0.42 0.237
H 2.24691 -0.75714 0.32357 -3.05 0.21 -0.30 0.251
H -2.68079 0.87564 -0.12241 -0.86 0.24 0.22 0.400
```
Positions in Å, forces in eV/Å.

Results
SMILES ... NC(=O)C(=O)OO
Total charge ... 0
HOMO ... -10.68 eV
Energy relative to the best compared isomer or geometry (same formula, charge and spin) ... 3.299 eV
Frontier orbital gap ... 10.944 eV